(1)
A structure of composition C27H58CdNP3 at a distorted geometry. Source: OMol25; level of theory: the ωB97M-V functional and the def2-TZVPD basis.

The value obtained for the HOMO energy is -4.986 eV. The value obtained for the energy above the lowest of the compared OMol25 structures with the same formula, charge and spin is 1.009 eV. For the gap between HOMO and LUMO, the calculation gives 5.0453 eV. The LUMO energy comes out at 0.06 eV.

ORCA input file:
```
! RIJCOSX wB97M-V def2-TZVPD def2/J DEFGRID3
* xyz 0 1
P -3.81 2.48 -2.21
P -3.30 -1.02 -2.97
C -4.07 1.63 -3.82
C -4.57 0.19 -3.69
H -3.14 1.70 -4.41
H -4.82 2.22 -4.36
H -5.45 0.13 -3.03
H -4.87 -0.20 -4.67
C -3.06 -1.69 -4.80
H -2.31 -2.50 -4.82
H -2.73 -0.86 -5.44
H -4.01 -2.07 -5.20
C -4.21 -2.66 -2.70
H -4.96 -2.76 -3.50
H -4.73 -2.72 -1.73
H -3.50 -3.51 -2.77
C -2.75 3.89 -2.46
H -2.40 4.28 -1.49
H -3.35 4.67 -2.96
H -1.90 3.65 -3.10
C -5.42 3.17 -1.74
H -6.22 2.42 -1.66
H -5.74 3.90 -2.50
H -5.34 3.70 -0.78
Cd 0.23 1.50 1.09
C -1.57 -1.64 -2.45
C -1.60 -0.36 -3.20
C -1.10 0.83 -2.40
C -1.86 1.22 -1.11
C -3.44 1.10 -1.13
C -3.75 -0.40 -1.27
C -2.93 -1.29 -0.30
C -1.67 -1.87 -0.97
C -0.97 3.13 1.72
H -1.22 -2.50 -3.02
H -1.25 -0.35 -4.25
H -1.00 1.70 -3.07
H -0.06 0.60 -2.11
H -1.49 0.59 -0.29
H -1.58 2.24 -0.85
H -3.84 1.44 -0.16
H -4.83 -0.60 -1.15
H -3.57 -2.11 0.06
H -2.64 -0.73 0.60
H -0.76 -1.55 -0.44
H -1.68 -2.97 -0.82
H -0.69 3.51 2.72
H -2.05 2.88 1.71
H -0.77 3.91 0.96
C 3.38 -1.90 4.42
C 2.30 -1.47 3.42
C 1.67 -2.72 2.78
C 1.16 -0.72 4.14
P 3.02 -0.36 2.10
N 1.83 0.30 1.29
C 4.12 0.97 2.85
C 5.52 0.41 3.17
C 4.27 2.15 1.88
C 3.49 1.53 4.13
C 3.87 -1.35 0.74
C 4.82 -2.40 1.33
C 2.80 -2.02 -0.15
C 4.62 -0.37 -0.18
H 2.93 -2.61 5.12
H 3.76 -1.06 5.02
H 4.22 -2.40 3.93
H 1.15 -3.27 3.58
H 0.92 -2.43 2.04
H 2.40 -3.40 2.34
H 1.53 0.05 4.83
H 0.50 -0.25 3.41
H 0.58 -1.45 4.72
H 6.08 0.14 2.27
H 6.09 1.21 3.68
H 5.49 -0.44 3.86
H 3.29 2.47 1.51
H 4.73 2.99 2.43
H 4.91 1.93 1.02
H 2.47 1.89 3.94
H 3.49 0.82 4.97
H 4.09 2.40 4.45
H 4.29 -3.19 1.87
H 5.36 -2.88 0.50
H 5.58 -1.95 1.99
H 2.01 -1.30 -0.36
H 3.26 -2.32 -1.10
H 2.36 -2.92 0.30
H 3.92 0.40 -0.53
H 5.49 0.10 0.30
H 4.98 -0.92 -1.05
*
```

(2)
A structure of composition C27H58EuO3P2SSi at a distorted geometry. Source: OMol25; level of theory: the ωB97M-V functional and the def2-TZVPD basis.

The value obtained for the HOMO energy (spin up / spin down) is -6.804 / -6.893 eV. The value obtained for the energy above the lowest of the compared OMol25 structures with the same formula, charge and spin is 1.582 eV. For the gap between HOMO and LUMO (spin up / spin down), the calculation gives 6.4028 / 6.5013 eV. The LUMO energy (spin up / spin down) comes out at -0.40 / -0.39 eV.

ORCA input file:
```
! RIJCOSX wB97M-V def2-TZVPD def2/J DEFGRID3
* xyz 0 8
P 0.20 -2.19 -3.56
P 0.71 1.14 -2.87
C 0.62 -0.91 -4.84
C 1.55 0.15 -4.29
H -0.31 -0.48 -5.26
H 1.09 -1.48 -5.64
H 2.53 -0.23 -3.94
H 1.72 0.90 -5.08
C 0.32 2.50 -4.09
H -0.23 3.31 -3.61
H -0.19 2.16 -5.00
H 1.32 2.87 -4.35
C 1.91 2.24 -1.95
H 1.57 3.21 -2.35
H 2.94 2.02 -2.25
H 1.66 2.30 -0.87
C -0.14 -3.56 -4.79
H -0.09 -4.54 -4.31
H 0.67 -3.52 -5.53
H -1.09 -3.52 -5.34
C 1.78 -2.87 -2.96
H 2.43 -2.03 -2.67
H 2.23 -3.44 -3.79
H 1.57 -3.54 -2.11
Eu 1.81 -0.22 -0.78
C -2.47 1.20 -3.29
C -2.81 1.01 -4.55
C -4.08 0.32 -4.98
C -4.25 -1.09 -4.38
C -3.05 -1.95 -4.22
C -2.24 -2.02 -3.14
C -2.05 -1.04 -1.97
C -2.76 0.34 -2.08
C 0.78 -2.24 -0.24
H -1.79 2.03 -3.05
H -2.12 1.26 -5.40
H -4.20 0.26 -6.06
H -4.91 0.95 -4.61
H -4.68 -0.95 -3.37
H -4.97 -1.64 -5.04
H -2.86 -2.59 -5.10
H -1.86 -3.04 -2.89
H -0.97 -0.85 -1.80
H -2.34 -1.54 -1.02
H -3.84 0.18 -1.87
H -2.35 0.98 -1.25
H 1.68 -2.83 0.05
H 0.11 -2.92 -0.79
H 0.22 -2.03 0.69
C 4.08 -0.24 3.22
C 2.76 -0.95 3.18
C 2.91 -2.42 2.91
C 2.06 -0.86 4.51
O 1.94 -0.35 2.07
Si 0.72 0.78 2.46
S -0.20 1.38 0.81
O -0.33 0.06 3.50
C -1.67 -0.42 3.79
C -2.51 -0.51 2.51
C -1.48 -1.80 4.42
C -2.35 0.57 4.73
O 1.63 1.83 3.40
C 1.34 3.16 3.90
C 1.65 4.14 2.79
C -0.14 3.27 4.24
C 2.19 3.42 5.16
H 4.70 -0.67 3.99
H 3.94 0.81 3.46
H 4.63 -0.31 2.29
H 3.42 -2.90 3.74
H 1.96 -2.91 2.77
H 3.53 -2.64 2.04
H 1.99 0.15 4.88
H 1.08 -1.33 4.49
H 2.67 -1.41 5.22
H -2.06 -1.23 1.81
H -3.53 -0.83 2.76
H -2.56 0.47 2.02
H -0.89 -1.75 5.34
H -2.46 -2.23 4.66
H -0.98 -2.48 3.71
H -1.79 0.71 5.66
H -2.49 1.54 4.22
H -3.35 0.19 4.99
H 1.04 3.91 1.91
H 1.42 5.17 3.11
H 2.72 4.11 2.52
H -0.43 2.60 5.05
H -0.36 4.30 4.56
H -0.75 3.08 3.34
H 1.92 2.74 5.98
H 3.27 3.33 4.95
H 2.00 4.44 5.51
*
```

What did the second record say?
A structure of composition C27H58EuO3P2SSi at a distorted geometry. Source: OMol25; level of theory: the ωB97M-V functional and the def2-TZVPD basis.

The value obtained for the HOMO energy (spin up / spin down) is -6.804 / -6.893 eV. The value obtained for the energy above the lowest of the compared OMol25 structures with the same formula, charge and spin is 1.582 eV. For the gap between HOMO and LUMO (spin up / spin down), the calculation gives 6.4028 / 6.5013 eV. The LUMO energy (spin up / spin down) comes out at -0.40 / -0.39 eV.

ORCA input file:
```
! RIJCOSX wB97M-V def2-TZVPD def2/J DEFGRID3
* xyz 0 8
P 0.20 -2.19 -3.56
P 0.71 1.14 -2.87
C 0.62 -0.91 -4.84
C 1.55 0.15 -4.29
H -0.31 -0.48 -5.26
H 1.09 -1.48 -5.64
H 2.53 -0.23 -3.94
H 1.72 0.90 -5.08
C 0.32 2.50 -4.09
H -0.23 3.31 -3.61
H -0.19 2.16 -5.00
H 1.32 2.87 -4.35
C 1.91 2.24 -1.95
H 1.57 3.21 -2.35
H 2.94 2.02 -2.25
H 1.66 2.30 -0.87
C -0.14 -3.56 -4.79
H -0.09 -4.54 -4.31
H 0.67 -3.52 -5.53
H -1.09 -3.52 -5.34
C 1.78 -2.87 -2.96
H 2.43 -2.03 -2.67
H 2.23 -3.44 -3.79
H 1.57 -3.54 -2.11
Eu 1.81 -0.22 -0.78
C -2.47 1.20 -3.29
C -2.81 1.01 -4.55
C -4.08 0.32 -4.98
C -4.25 -1.09 -4.38
C -3.05 -1.95 -4.22
C -2.24 -2.02 -3.14
C -2.05 -1.04 -1.97
C -2.76 0.34 -2.08
C 0.78 -2.24 -0.24
H -1.79 2.03 -3.05
H -2.12 1.26 -5.40
H -4.20 0.26 -6.06
H -4.91 0.95 -4.61
H -4.68 -0.95 -3.37
H -4.97 -1.64 -5.04
H -2.86 -2.59 -5.10
H -1.86 -3.04 -2.89
H -0.97 -0.85 -1.80
H -2.34 -1.54 -1.02
H -3.84 0.18 -1.87
H -2.35 0.98 -1.25
H 1.68 -2.83 0.05
H 0.11 -2.92 -0.79
H 0.22 -2.03 0.69
C 4.08 -0.24 3.22
C 2.76 -0.95 3.18
C 2.91 -2.42 2.91
C 2.06 -0.86 4.51
O 1.94 -0.35 2.07
Si 0.72 0.78 2.46
S -0.20 1.38 0.81
O -0.33 0.06 3.50
C -1.67 -0.42 3.79
C -2.51 -0.51 2.51
C -1.48 -1.80 4.42
C -2.35 0.57 4.73
O 1.63 1.83 3.40
C 1.34 3.16 3.90
C 1.65 4.14 2.79
C -0.14 3.27 4.24
C 2.19 3.42 5.16
H 4.70 -0.67 3.99
H 3.94 0.81 3.46
H 4.63 -0.31 2.29
H 3.42 -2.90 3.74
H 1.96 -2.91 2.77
H 3.53 -2.64 2.04
H 1.99 0.15 4.88
H 1.08 -1.33 4.49
H 2.67 -1.41 5.22
H -2.06 -1.23 1.81
H -3.53 -0.83 2.76
H -2.56 0.47 2.02
H -0.89 -1.75 5.34
H -2.46 -2.23 4.66
H -0.98 -2.48 3.71
H -1.79 0.71 5.66
H -2.49 1.54 4.22
H -3.35 0.19 4.99
H 1.04 3.91 1.91
H 1.42 5.17 3.11
H 2.72 4.11 2.52
H -0.43 2.60 5.05
H -0.36 4.30 4.56
H -0.75 3.08 3.34
H 1.92 2.74 5.98
H 3.27 3.33 4.95
H 2.00 4.44 5.51
*
```